Here is a cluster of 2 separate species, C6H8S2 in total from OMol25. Energies are from ωB97M-V/def2-TZVPD.

CARTESIAN COORDINATES (ANGSTROEM)
1 C -0.215 -0.701 -1.778
2 C -1.257 0.227 -1.793
3 C -0.976 1.593 -1.758
4 C 0.348 2.031 -1.707
5 C 1.390 1.103 -1.692
6 C 1.109 -0.263 -1.728
7 H -0.437 -1.776 -1.806
8 H -2.299 -0.118 -1.833
9 H -1.796 2.323 -1.770
10 H 0.570 3.106 -1.680
11 H 2.432 1.448 -1.653
12 H 1.929 -0.993 -1.716
13 S -0.683 -2.964 5.554
14 S -0.342 -0.934 5.593
15 H 0.603 -3.372 5.502
16 H -0.374 -0.711 4.262

Here is a structure of composition C6H9AsF6K3N2O5 in a non-equilibrium geometry from OMol25. Energies are from ωB97M-V/def2-TZVPD.

CARTESIAN COORDINATES (ANGSTROEM)
1 K 2.017 3.354 0.014
2 K -2.446 1.019 -3.581
3 K -2.053 5.624 -0.592
4 As -0.002 -2.062 -2.585
5 F -1.175 -0.843 -2.151
6 F -0.850 -2.296 -4.083
7 F 1.219 -3.268 -2.943
8 F 0.795 -1.759 -1.065
9 F -0.942 -3.334 -1.821
10 F 0.965 -0.792 -3.293
11 O -2.123 1.429 -0.512
12 C -1.423 2.569 -0.785
13 O -1.515 3.141 -1.897
14 O -0.853 3.127 0.196
15 H -1.842 1.332 0.416
16 C -1.936 -1.312 1.365
17 N -3.298 -1.173 1.979
18 O -3.843 -0.098 1.831
19 O -3.781 -2.136 2.501
20 H -1.517 -2.155 1.914
21 H -1.375 -0.419 1.605
22 H -2.072 -1.635 0.338
23 N 2.576 -0.297 0.327
24 C 1.686 0.490 1.006
25 C 2.347 0.873 2.161
26 C 3.660 0.364 2.121
27 C 3.767 -0.409 0.990
28 H 2.405 -0.880 -0.482
29 H 0.687 0.607 0.623
30 H 1.920 1.466 2.958
31 H 4.442 0.491 2.853
32 H 4.561 -1.015 0.593

Its net charge is +1.

Here is an isolated molecule of C6H9BO2S in a non-equilibrium geometry from OMol25. Energies are from ωB97M-V/def2-TZVPD.

CARTESIAN COORDINATES (ANGSTROEM)
1 C -0.808 0.379 1.603
2 C -1.823 0.777 0.834
3 C -1.942 0.616 -0.588
4 C -0.878 0.790 -1.411
5 C 0.384 1.266 -0.967
6 C 1.366 0.534 -0.427
7 S 2.948 1.319 0.161
8 B 1.400 -1.113 -0.414
9 O 2.370 -1.768 0.270
10 O 0.531 -1.610 -1.280
11 H -0.567 0.825 2.600
12 H 0.049 0.064 1.122
13 H -2.746 1.237 1.278
14 H -2.886 0.390 -1.145
15 H -0.863 0.838 -2.443
16 H 0.371 2.327 -0.994
17 H 3.114 0.513 1.259
18 H 2.365 -2.688 0.083
19 H 0.520 -2.609 -1.338

Here is a cluster of 2 separate species, C6H9Br2F4NO5S in total in a non-equilibrium geometry from OMol25. Energies are from ωB97M-V/def2-TZVPD.

CARTESIAN COORDINATES (ANGSTROEM)
1 C -0.911 0.590 2.249
2 C -1.923 -0.538 1.879
3 Br -1.546 -2.128 3.019
4 C -1.743 -1.015 0.346
5 Br -0.460 -2.490 0.308
6 N -1.140 0.052 -0.478
7 F -2.165 1.001 -0.624
8 C -0.984 -0.505 -1.832
9 O -1.910 -0.916 -2.402
10 O 0.245 -0.525 -2.505
11 S 1.038 0.921 -2.542
12 O 1.789 0.963 -3.755
13 O 1.927 1.032 -1.430
14 C -0.115 2.386 -2.606
15 F -0.260 2.871 -1.380
16 F -1.257 2.162 -3.239
17 F 0.532 3.326 -3.303
18 H 0.118 0.371 1.909
19 H -0.920 0.730 3.349
20 H -1.285 1.521 1.776
21 H -2.963 -0.239 2.098
22 H -2.748 -1.325 0.006
23 C 2.681 -1.400 1.168
24 O 2.607 -0.930 2.509
25 H 1.898 -0.919 0.588
26 H 3.653 -1.148 0.737
27 H 2.533 -2.483 1.146
28 H 3.306 -1.365 3.007

Number 1: HOMO -9.452 eV. Number 2: HOMO -11.159 eV. Number 3: HOMO -8.383 eV. Number 4: HOMO -9.786 eV.